Computed, not measured: a cluster of 2 separate species, CH2BrNO3 in total in a non-equilibrium geometry, with ωB97M-V/def2-TZVPD.

Each line ends with the Mulliken charge.
Element x y z (Å)
C (-1.25013, -0.77229, -0.04335)  -0.1318
H (-0.74834, -1.13428, 0.84359)  0.3368
O (1.37722, -0.53862, 0.05697)  -0.6792
O (2.46223, 1.31645, 0.11005)  -0.6240
O (0.37034, 1.33469, -0.08451)  -0.5818
H (-0.86582, -1.02765, -1.01895)  0.3276
N (1.43289, 0.68578, 0.03026)  1.1671
Br (-2.77836, 0.13593, 0.10594)  0.1853

Net charge: 0
Lowest unoccupied orbital energy (alpha / beta), Eh: -0.121 / -0.121
Relative energy (zero: lowest compared OMol25 entry of this formula, charge and spin), kJ/mol: 404.7